[1]
The following is a quantum chemistry calculation of a 14-piece molecular cluster, C56H143BN13O21 overall at a distorted geometry, from the Open Molecules 2025 dataset.

Summary:
total charge = -1
energy relative to the best compared isomer or geometry (same formula, charge and spin) = 100.2 kcal/mol
E = -4536.09585 hartree
HOMO = -5.281 eV

The geometry in XYZ format:
```
234
Properties=species:S:1:pos:R:3:forces:R:3
O -3.6807 -4.1070 -0.5423 -1.9 1.1 -2.3
O 0.2400 -2.5521 -0.0010 -0.2 0.7 1.6
O 4.8446 -2.3007 -1.3582 -0.3 0.8 1.8
O 0.4029 -7.8159 0.7075 0.1 -0.1 -0.1
O 2.6298 5.1142 -2.1611 0.3 -0.1 0.6
O -4.7438 5.2448 4.3794 -0.9 0.8 -0.9
O 1.1615 -0.4709 0.8356 0.6 -0.3 -0.5
O 1.0843 4.1239 6.7636 0.6 -1.4 -1.0
O 2.4639 -2.6302 -7.8823 0.3 1.1 0.9
O 1.0305 1.2615 2.2910 -0.3 -0.7 -0.4
O -1.0766 -0.5292 0.1678 0.3 0.0 0.0
O 1.5495 -2.1177 -3.1788 -1.8 0.4 2.6
O -0.8461 6.7452 1.1359 0.6 0.8 -1.3
O 0.5562 -0.8220 -1.5684 0.4 -0.9 0.1
O -4.9343 5.0381 1.1930 -2.0 1.1 -0.2
O 1.0076 -4.2681 -1.2055 -0.1 2.1 0.2
O -1.8028 1.2148 1.3883 1.4 -1.3 -0.4
O 3.1378 -5.4580 3.3264 -0.8 -0.7 -0.4
O -5.8893 0.5661 0.5315 0.1 -0.7 -1.8
O 4.3495 1.7567 6.4142 -1.0 0.6 -0.1
O 0.6397 2.8334 -6.0360 -0.2 -1.1 -0.4
N -5.1324 -2.7755 -3.6522 0.5 -1.2 0.0
N 2.8137 -0.3143 -5.7680 0.5 0.4 0.3
N -2.8584 3.0560 3.5021 -2.0 0.3 0.8
N 3.8562 0.4828 2.8668 0.7 0.3 0.5
N 6.1461 1.0952 -2.2789 0.1 -1.4 0.9
N 1.4348 -6.2039 -7.2221 0.8 -0.3 -1.0
N -0.4913 5.4941 3.8973 -0.2 1.4 -0.1
N -6.1445 0.0342 -3.2380 2.3 -1.3 -1.3
N -1.4537 3.0039 5.9722 0.8 0.6 1.4
N -2.5089 3.9087 0.5088 1.2 0.5 0.2
N -0.1303 4.5312 -1.3415 0.7 -0.5 -0.7
N 0.5063 -11.5095 0.4979 0.1 -0.3 -0.9
N 3.5937 -2.3832 1.2954 -0.7 1.7 0.2
C 0.9544 -1.9694 -2.0999 2.6 -0.1 -2.4
C 0.5257 5.6696 2.8561 -0.4 -0.3 1.0
C -6.3523 0.5874 -1.9491 -2.5 0.9 1.6
C 0.2314 2.2774 -2.0283 -0.4 -1.3 -0.9
C -5.6652 -0.1350 -0.7332 0.6 0.7 -0.1
C -4.8967 3.9738 0.2455 0.3 1.0 0.1
C 5.4362 0.0615 -1.4307 -0.2 1.2 -0.7
C -4.8491 -5.2243 -3.0675 0.4 0.8 1.0
C -2.5485 -3.9788 0.2019 0.5 -0.2 0.9
C 2.3275 -6.3576 2.5373 0.7 1.0 -0.8
C 3.4955 -2.1111 -8.7422 -0.8 -1.0 -0.3
C -4.2142 2.9020 4.1087 0.2 -1.2 -0.4
C 0.6891 4.3673 2.2019 1.1 -1.6 -2.0
C -3.7141 -3.2561 -1.7274 -1.0 -2.2 0.3
C 4.6501 1.4118 5.0697 -0.3 -0.4 -0.9
C 0.7669 -3.0780 -1.0395 0.5 -3.1 -2.3
C 1.9019 4.0167 -2.6952 -0.3 0.5 0.0
C 1.6609 0.4559 -6.1951 -1.0 0.0 -0.3
C 0.1520 2.9606 -7.4039 1.2 0.3 0.5
C -0.0035 -6.7098 -0.0828 -0.5 -0.5 0.1
C 0.1356 -9.0473 0.0875 0.7 -0.7 0.3
C -7.8929 0.6105 -1.7742 0.5 1.0 0.1
C -5.3486 6.2734 5.1343 1.0 0.3 -0.3
C 5.2430 2.6756 7.0326 0.2 -1.3 0.2
C 5.3832 -3.7527 1.9951 1.0 -0.2 0.9
C 4.6909 -3.5458 -1.9410 0.7 -0.3 -0.3
C -3.5480 4.0878 -0.4669 0.6 -2.7 -0.5
C 3.9047 -3.6659 1.8404 -0.9 -0.9 -0.8
C 3.5056 5.7423 -3.0560 0.1 0.6 -0.4
C 3.9962 0.4919 -1.1396 -0.1 -0.4 0.2
C 1.3282 -4.7539 -7.1502 0.2 1.5 0.7
C 0.3346 6.8720 1.9155 -0.1 -0.8 0.1
C -0.9182 0.4637 1.0164 -1.5 0.9 0.9
C 2.0760 -9.9872 1.5685 -1.0 1.1 -0.2
C 0.4108 -0.1104 -5.5133 -0.4 0.5 0.1
C -3.3334 2.9203 -1.4814 -1.3 -0.1 0.0
C 0.5562 0.4899 1.5009 -0.5 0.6 -0.2
C 0.9882 2.8596 6.0049 -0.6 -0.3 1.3
C -4.6057 4.0154 5.0599 0.9 1.3 -0.2
C -6.2660 5.3659 1.6636 0.6 -0.8 0.0
C 3.0146 -4.0551 3.0442 0.8 -0.9 -0.1
C 0.6088 -10.1549 1.0406 0.3 -0.5 0.8
C -0.5086 0.7021 5.8104 0.8 1.1 0.4
C -0.7323 7.4642 -0.1187 -0.8 -0.4 0.6
C 2.2648 4.9054 6.4860 -1.4 0.5 -0.1
C 3.0942 -0.5708 4.8999 -1.0 -0.4 1.3
C 3.4815 0.7303 4.2896 0.4 0.7 -1.1
C 0.8902 3.4978 -1.6684 1.5 3.5 1.6
C 5.5627 -1.3407 -2.0734 -0.5 0.9 -0.1
C -5.0995 0.0595 1.6003 -0.4 0.2 0.0
C -4.9575 -3.7312 -2.5492 1.1 -0.3 -0.2
C -0.3540 2.1595 6.4120 0.7 -1.4 -0.7
C 2.2800 -4.0006 -8.1083 0.0 -1.2 -0.9
C -4.2735 1.5244 4.8349 0.0 0.8 0.3
C 1.5858 -4.3080 -5.7255 -0.3 0.0 0.9
C 1.8332 1.9814 -5.9247 -0.2 0.5 -0.6
B 0.2487 -1.1078 -0.1546 -1.1 1.1 0.6
H -0.6874 4.6236 -2.1789 -0.4 0.3 -0.3
H 0.6015 -6.6046 -0.9834 0.3 0.2 0.2
H 3.2369 4.5928 6.8672 -0.3 -0.7 0.2
H -1.3337 0.1072 6.2020 -0.2 0.4 0.3
H 1.5926 4.4226 1.5947 0.3 0.1 -0.4
H -5.3625 -0.9678 1.8522 -0.2 -0.3 -0.1
H -4.0262 0.0930 1.4133 0.1 0.2 -0.2
H 0.8324 -12.1899 1.1693 0.2 0.1 0.1
H -5.8535 -3.6804 -1.9306 0.1 -0.2 0.6
H 2.7561 -1.1760 -6.2918 0.3 -0.3 -0.1
H 6.1123 1.9181 -1.6943 0.1 0.4 -0.4
H -3.9215 0.7083 4.2039 -0.5 0.0 -0.4
H 4.2308 5.1237 -3.5846 -0.2 -0.8 0.0
H 4.1508 6.4639 -2.5549 -0.4 0.0 0.5
H 2.3402 2.0736 -4.9643 -1.1 0.0 0.8
H -6.2182 6.1097 2.4589 0.4 -0.3 0.0
H 3.3057 -3.6249 4.0025 0.2 0.5 -0.2
H 4.2563 -3.4172 -2.9323 -0.3 -0.4 -0.1
H 1.3006 4.3910 -3.5237 0.1 -0.2 -0.7
H -0.0757 4.0002 1.5174 -0.4 0.3 0.5
H 0.6457 -9.1761 -0.8671 0.4 0.2 -0.3
H 2.7173 -9.4128 0.9000 0.0 -0.3 -0.4
H 1.2204 6.8990 1.2808 0.2 -0.2 -0.3
H -1.6797 -4.3018 -0.3717 0.4 -0.1 0.2
H -2.3045 3.1251 4.3438 0.8 0.1 -0.3
H 0.3597 5.4086 -1.2408 0.0 0.1 0.2
H -3.7625 -2.1969 -1.4744 -0.1 0.1 0.2
H 2.0170 -9.3319 2.4376 0.1 -0.3 0.3
H 3.9386 -2.2878 0.3510 0.5 0.0 0.0
H -5.8402 -5.5407 -3.3926 0.2 -0.1 -0.4
H 3.5757 -0.2539 -0.4650 -0.4 0.1 -0.1
H -0.9271 -9.1325 -0.1395 -0.4 -0.1 0.1
H 1.4809 5.7350 3.3770 0.6 1.1 -0.1
H 2.5874 -4.4757 -5.3296 0.5 -0.1 -0.6
H 5.8881 -3.3619 1.1117 -0.1 0.1 -0.1
H -2.3754 2.9467 -2.0007 -0.1 0.3 0.2
H -4.6033 -0.1628 -0.9775 0.5 0.4 0.2
H 2.5959 2.5324 -6.4750 0.2 -0.6 -1.1
H -0.3501 2.1177 7.5012 0.2 -0.3 0.2
H -8.2636 -0.4072 -1.6524 -0.2 0.1 0.0
H 2.6237 3.2668 -3.0190 -0.1 -0.3 -0.1
H -3.4159 4.9890 -1.0655 -0.3 0.5 0.6
H 4.8839 2.3078 4.4947 0.4 0.0 0.0
H -5.2667 1.3614 5.2535 -0.1 -0.4 0.0
H 1.8158 2.2119 6.2944 0.1 0.1 -0.1
H -7.0134 5.7358 0.9616 0.5 0.4 -1.0
H -0.3110 2.0906 -7.8695 0.1 -0.5 0.5
H -6.3735 6.1066 5.4657 -0.1 -0.5 0.2
H -1.6306 7.3289 -0.7211 -0.3 -0.4 0.4
H 5.4339 3.6250 6.5323 -0.1 -0.2 -0.6
H -4.9616 2.8931 3.3153 -0.1 0.0 -0.3
H 1.2521 -6.1827 2.5723 -0.1 -0.1 0.9
H 4.4392 -2.6026 -8.5053 0.2 0.1 0.0
H -5.5383 3.9132 5.6148 0.0 -0.9 0.3
H -5.6770 4.0182 -0.5143 -0.5 0.3 -0.1
H 3.3650 0.6511 -2.0139 0.0 -0.6 -0.4
H 2.4949 -6.2170 1.4695 0.5 0.1 -0.3
H 1.9037 -4.0791 -9.1283 -0.1 -0.4 -0.3
H -5.2972 0.4314 -3.6180 0.4 -0.3 -0.1
H 2.9554 6.2929 -3.8191 -0.2 0.1 -0.2
H 2.0014 5.8461 6.9696 0.3 0.2 -0.1
H 1.0072 3.2460 -8.0165 0.2 -0.1 -0.3
H -0.5153 0.2619 -5.9515 -0.1 0.1 0.0
H -1.6418 3.8741 -0.0080 0.5 1.2 -0.3
H -0.0128 -5.8239 0.5522 0.4 -0.1 -0.3
H -0.6663 8.5449 0.0074 0.4 0.2 0.3
H 6.1481 2.0847 7.1730 0.6 0.6 0.1
H 2.1423 -0.9614 4.5402 0.1 0.0 -0.5
H 3.0595 0.5876 2.2548 -0.2 0.5 0.3
H 2.6033 -2.2147 1.1908 -0.3 -0.1 0.4
H -5.9771 1.6090 -2.0099 -0.1 0.2 0.8
H 5.4371 0.6585 5.0329 0.7 0.3 0.1
H 3.8725 -1.3219 4.7645 0.1 0.0 -0.2
H -0.3042 1.9277 -1.1457 -0.1 -0.5 -0.4
H -5.0669 3.0597 0.8143 0.5 -0.5 -0.3
H -0.0554 -10.1079 1.9035 0.0 0.4 0.4
H -5.2909 -1.8578 -3.2614 -0.4 0.2 -0.2
H 0.8879 -6.6854 -6.5227 -0.7 0.4 0.0
H 0.3877 0.1389 -4.4525 0.1 0.0 0.1
H 2.6111 -0.5994 -4.8205 0.3 -0.1 0.5
H 2.5409 -10.9391 1.8250 -0.1 0.1 0.0
H -6.7865 0.1295 -4.0118 -0.8 0.2 0.8
H -0.5570 3.7803 -7.5191 0.0 0.0 0.7
H 2.7079 1.4921 4.1932 -0.5 -0.3 0.5
H -3.5454 1.4793 5.6447 -0.1 0.3 0.3
H 5.6646 1.2700 -3.1493 -0.3 0.1 0.0
H 0.3621 7.8250 2.4438 -0.3 0.2 0.4
H 1.3749 -3.2665 -5.4826 -0.3 -0.1 -0.1
H 5.7117 -3.1614 2.8498 0.1 0.2 0.1
H 2.3650 -6.4558 -6.9198 0.5 0.0 -0.2
H 1.5502 0.1590 -7.2380 -0.1 0.8 -0.5
H 4.0750 -0.4900 2.7061 0.4 -0.3 0.2
H 3.2407 -4.5150 -8.0833 0.4 -0.1 0.1
H 1.0130 -4.9885 -5.0954 -0.5 0.4 0.3
H -4.0363 -5.4289 -3.7644 -0.4 0.7 -0.8
H -1.0256 -6.8760 -0.4232 -0.4 0.0 0.0
H -0.1718 4.8012 4.5590 0.0 -0.3 -0.1
H 5.9308 0.1533 -0.4638 0.3 -0.6 0.0
H 0.9915 2.9978 4.9237 0.1 0.4 -0.1
H -5.9775 -3.0754 -4.1170 -0.2 0.4 -0.3
H 3.6673 -4.3698 1.0427 -0.3 -0.9 0.1
H -3.3848 1.9856 -0.9230 0.1 -0.2 0.1
H -8.2459 1.2876 -0.9963 0.3 -0.5 0.5
H 5.6705 -4.0179 -2.0153 0.2 -0.3 -0.3
H 3.6054 -1.0267 -8.7451 -0.3 -0.1 0.7
H 2.9253 -0.4964 5.9742 0.2 0.2 0.3
H -0.6411 0.7645 4.7303 0.1 0.1 -0.1
H -2.4004 -2.9614 0.5639 0.2 0.2 0.1
H 2.3545 5.0823 5.4142 0.1 0.0 -0.2
H -5.3732 7.1933 4.5501 0.0 -0.2 -0.5
H -6.7822 4.4754 2.0225 0.2 -0.4 0.6
H -5.3420 0.6880 2.4573 0.1 0.0 -0.1
H 5.0651 -1.3113 -3.0428 0.4 0.3 -0.6
H 0.3294 -4.4596 -7.4724 -0.2 -0.1 0.3
H -4.6975 6.5504 5.9635 -0.1 -0.2 0.6
H -0.4471 6.3585 4.4179 -0.5 0.3 0.4
H -0.4638 2.5131 -2.8340 -0.3 -0.3 -0.1
H 4.1026 -4.1801 -1.2778 -0.3 0.2 -0.2
H -2.7697 -4.6403 1.0395 0.8 0.0 0.3
H -2.4374 2.9376 0.7773 -1.2 -0.2 0.8
H 0.9807 3.5684 2.8836 -0.5 0.1 0.3
H 1.9771 -3.7845 2.8484 -0.2 0.0 -0.1
H -0.4243 -11.8250 0.2643 -0.3 0.4 -0.1
H -2.1878 2.8805 6.6548 -0.6 -0.3 -0.1
H 0.4010 0.1476 6.0416 0.1 -0.1 -0.2
H 0.9709 1.5994 -2.4543 -0.3 -0.6 0.4
H 3.1792 -2.3988 -9.7448 0.4 0.0 -0.4
H 0.0660 7.1207 -0.7766 0.5 0.1 0.4
H 5.7426 -4.7696 2.1527 -0.2 -0.1 0.0
H -1.0541 3.8636 6.3203 -0.5 1.2 -0.4
H -3.7504 4.2068 5.7081 0.0 -0.5 0.8
H 4.8773 2.9331 8.0266 -0.3 -0.2 0.0
H 0.4156 -1.1978 -5.5880 0.0 0.0 -0.1
H -4.5257 -5.9287 -2.3011 -0.5 0.3 0.7
H 6.6189 -1.5930 -2.1674 0.1 -0.1 -0.1
H -5.8724 -1.2003 -0.6314 -0.9 -0.2 0.0
H 3.9328 1.4560 -0.6351 0.4 0.0 0.3
H 2.6269 -7.3882 2.7279 -0.2 0.3 0.5
H -2.6720 2.1337 3.1350 0.4 0.0 -0.4
H -8.2981 1.0958 -2.6622 -0.2 -0.4 -0.3
H 1.4267 3.4431 -0.7211 0.4 -0.6 0.1
H -2.8168 -3.4522 -2.3142 0.2 0.1 -0.2
H -4.1290 2.8559 -2.2237 -0.1 0.1 -0.4
```
Forces are in eV/Å.

[2]
The following is a quantum chemistry calculation of a 2-piece molecular cluster, C33H34NO2 overall at a distorted geometry, from the Open Molecules 2025 dataset.

Summary:
total charge = +1
energy relative to the best compared isomer or geometry (same formula, charge and spin) = 38.9 kcal/mol
E = -1482.80743 hartree
HOMO = -8.706 eV

The geometry in XYZ format:
```
70
Properties=species:S:1:pos:R:3:forces:R:3
O 6.6816 1.1564 -4.7109 -1.6 0.0 0.9
O 0.8846 3.6413 3.3679 0.4 -0.9 -0.8
N -4.4235 -3.5751 0.4150 -1.0 0.8 -0.4
C 3.4000 0.3431 -3.4472 0.2 -0.2 -0.1
C 3.2701 1.1244 -2.2529 -0.4 0.3 -0.3
C -0.7583 5.3990 3.3427 0.8 -0.3 -0.3
C 2.1483 0.8924 -1.4133 0.7 1.3 -0.1
C 1.6193 5.9294 3.0105 -0.6 -0.3 0.0
C 7.8485 1.9222 -4.4162 0.1 0.3 0.2
C 0.5865 5.0143 3.2440 -0.1 0.2 -0.4
C 0.5526 1.6188 0.3233 -0.1 -0.5 0.3
C 4.5111 0.4114 -4.2471 0.1 0.1 0.0
C 4.2603 2.1572 -2.0871 0.7 -0.4 -0.3
C 2.5638 2.9556 1.7399 0.0 -0.2 -0.3
C -3.0234 -0.5198 -2.1361 -0.1 -0.2 0.3
C 1.2746 7.2723 2.8449 0.0 -0.2 0.0
C 5.4296 2.1832 -2.8427 -0.4 -0.1 0.1
C -3.9879 -2.5220 -0.4484 0.0 -0.1 0.0
C -4.0354 -2.7039 -1.8400 0.3 0.1 0.5
C -3.5334 -1.7068 -2.6761 0.0 0.0 0.0
C -3.4863 -1.3373 0.1012 0.0 -0.2 -0.2
C -5.8581 -3.6817 0.6963 0.1 -0.1 0.0
C 0.2348 2.2432 1.5154 0.5 0.2 0.0
C 2.8799 2.2299 0.5962 -0.1 0.3 0.3
C -1.8713 -6.7950 1.4560 0.1 0.3 -0.2
C -4.1591 -5.7259 1.5013 -0.2 -0.5 -0.1
C -1.0755 6.7374 3.1288 0.1 -0.1 0.2
C -1.2267 -5.3956 1.2327 0.2 -1.2 0.4
C -3.2077 -6.7041 2.1835 0.4 0.1 0.1
C -0.0645 7.6710 2.8948 0.1 -0.1 -0.1
C 5.5869 1.2775 -3.9225 0.5 -0.4 -0.3
C 1.2447 2.9367 2.2099 -0.7 1.2 0.5
C 1.8815 1.5720 -0.1742 0.1 0.0 0.2
C -2.1634 -4.3439 0.7437 -1.4 -0.4 0.2
C -3.5204 -4.4913 0.8791 1.7 -0.5 0.1
C -3.0187 -0.3305 -0.7463 0.0 -0.2 -0.1
H -6.2966 -4.5984 0.2753 0.1 0.2 0.1
H -2.6438 0.5949 -0.3074 -0.1 -0.1 -0.2
H 3.9270 2.1664 0.3258 -0.2 -0.1 0.1
H -0.7708 -5.0970 2.1878 0.1 0.1 -0.1
H -6.0673 -3.6671 1.7766 0.1 0.0 -0.3
H -3.6663 -7.7022 2.2314 0.0 0.3 0.0
H -2.6361 0.2578 -2.7940 -0.1 -0.2 0.1
H -2.1250 7.0257 3.1438 0.3 0.1 0.0
H -1.1904 -7.4490 2.0189 -0.1 0.2 -0.1
H 3.3330 3.5365 2.2586 -0.4 -0.5 -0.1
H -3.0466 -6.3916 3.2210 0.1 0.0 -0.1
H 1.3825 0.2017 -1.7758 0.2 0.1 0.1
H -1.6900 -3.4632 0.3030 -0.5 -0.2 0.1
H -0.2339 1.1187 -0.2347 0.1 0.0 0.0
H 2.0737 7.9864 2.6536 -0.3 0.0 0.1
H 7.6097 2.9905 -4.4508 0.2 -0.1 0.0
H 4.1310 2.9594 -1.3716 -0.1 -0.2 -0.1
H -4.7045 -6.2922 0.7268 0.2 0.4 -0.1
H 4.6412 -0.2014 -5.1343 -0.2 0.0 0.2
H -1.5121 4.6326 3.5415 0.2 0.3 -0.1
H 6.2140 2.8994 -2.6078 -0.3 0.0 -0.1
H 8.5693 1.6702 -5.1931 -0.1 0.1 0.1
H 2.6535 5.5711 2.9455 -0.5 0.3 0.1
H 2.5910 -0.3314 -3.7224 0.2 0.0 0.1
H 8.2457 1.6472 -3.4324 -0.1 0.1 -0.2
H -4.9324 -5.4654 2.2308 0.1 0.2 -0.1
H -3.4489 -1.2472 1.1937 0.0 0.0 -0.5
H -6.3582 -2.8237 0.2503 0.0 0.0 0.0
H -3.5343 -1.8721 -3.7557 0.0 0.2 0.3
H -0.3260 8.7142 2.7340 0.1 -0.2 0.0
H -2.0291 -7.2842 0.4846 0.0 0.2 0.1
H -0.7756 2.2494 1.9197 0.2 0.0 -0.2
H -0.4083 -5.5379 0.5194 0.1 0.1 0.1
H -4.4208 -3.6540 -2.2282 0.2 0.5 0.1
```
Forces are in eV/Å.

[3]
The following is a quantum chemistry calculation of C18H27N3O2 in the gas phase at a distorted geometry, from the Open Molecules 2025 dataset.

Summary:
energy relative to the best compared isomer or geometry (same formula, charge and spin) = 402.1 kcal/mol
E = -1016.28583 hartree
HOMO = -8.057 eV
structure (SMILES) = Cc1cccc(C)c1NC(=O)CCCCC[C@H]1NC(=O)N[C@@H]1C

The geometry in XYZ format:
```
50
Properties=species:S:1:pos:R:3:forces:R:3
O 0.6739 0.0150 -0.2737 0.9 -3.2 -5.8
O -2.6579 1.5000 0.1760 3.3 -1.5 6.0
N -3.4673 0.7188 2.3369 1.6 2.2 -1.9
N 1.3762 -0.2420 -2.5271 3.0 1.7 -0.6
N -1.3410 0.0428 1.6237 -2.4 3.2 0.5
C -2.0943 -2.2955 2.3978 6.2 5.5 -5.8
C 1.9722 1.3274 -2.5220 -6.6 -6.6 0.5
C 3.2338 1.5226 -2.8279 -0.6 -2.6 0.7
C 0.6529 -2.3342 -1.4268 0.5 6.5 15.3
C -2.8556 -0.1327 3.3961 3.4 7.0 0.2
C -2.2805 0.9677 1.3792 -8.0 0.0 -4.6
C 1.2631 3.3414 -2.5636 -0.2 9.2 -0.2
C 0.8002 2.1318 -2.3982 6.4 0.8 -0.7
C -0.5238 1.8925 -2.2115 -6.5 -2.5 -0.1
C -0.6985 -2.9956 2.2187 -5.1 -3.9 -0.7
C 3.4127 2.8565 -3.0565 13.3 -5.4 -2.1
C 2.6153 3.7685 -2.8599 -7.1 4.7 1.4
C -2.3137 1.0401 4.5660 -6.9 -3.9 -2.7
C 0.2098 -2.7401 1.1186 -5.5 3.0 -3.4
C -0.4409 -2.6683 -0.4559 0.2 5.6 5.2
C 4.2155 0.3657 -2.7476 1.8 6.2 -10.9
C 0.8694 -0.7206 -1.3966 0.4 0.9 5.9
C -1.4548 -0.7190 2.7635 -13.0 -3.1 -5.1
H -1.4240 -1.9220 -0.4001 3.0 -0.7 -0.5
H 0.8879 -3.4018 0.9709 4.4 -4.8 -0.3
H -1.2081 2.5821 -2.7796 1.0 0.0 0.7
H 4.2769 -0.2946 -3.7533 -1.0 1.3 1.7
H 1.8921 -0.9127 -3.1841 -1.3 1.3 1.4
H -2.6807 -2.1348 1.3853 0.8 -0.6 2.5
H -2.5077 -2.5850 3.2405 -2.6 -1.8 3.6
H 1.4908 -2.7864 -1.2853 5.2 -2.9 0.8
H 2.8771 4.7933 -2.8857 -0.1 0.8 -0.2
H -3.6057 -0.7165 3.8155 -0.7 -1.6 0.8
H -4.1678 1.6633 2.4693 3.1 -3.7 0.0
H -0.8022 -0.6269 3.4027 7.1 0.2 6.4
H -2.0788 0.3861 5.2495 2.3 -2.8 4.3
H -0.9029 1.9136 -1.1116 0.5 -0.7 -2.0
H -1.6664 1.7016 4.2570 3.4 3.3 -1.8
H 5.1944 0.8247 -2.9845 0.0 -0.3 1.3
H -3.2795 1.4038 4.8887 0.0 0.9 0.1
H 0.6786 -1.8886 1.3703 1.9 3.5 -0.1
H 0.3066 -2.3334 -2.1881 -7.0 -1.4 -17.3
H 4.6767 2.9104 -3.3066 -3.5 1.0 0.5
H 4.1714 -0.2844 -2.0955 -0.5 -5.6 7.2
H -1.1360 -3.9962 1.9892 0.9 -0.4 0.7
H -0.7000 0.9449 -2.8473 -0.5 0.7 1.8
H -1.0365 -3.4323 -0.6038 -1.9 -5.0 -1.1
H -0.3163 -2.9843 3.2012 1.1 -0.2 1.0
H 0.5701 4.3696 -2.4858 1.3 -3.1 -0.1
H -0.6765 0.1634 0.9620 3.7 -0.9 -2.4
```
Forces are in eV/Å.